139
Properties=species:S:1:pos:R:3 method="wB97M-V/def2-TZVPD" lumo_energy_ha="-0.178 / -0.237" homo_lumo_gap_ev="7.4 / 5.8" homo_ev="-12.203 / -12.197" spin_multiplicity=2 total_charge=+2
Ga -0.553 0.114 0.050
C -0.538 -3.134 -3.456
C -1.388 -2.079 -2.751
C -2.709 -1.876 -3.504
C -1.691 -2.458 -1.333
C -2.291 -3.622 -0.881
C -2.468 -3.460 0.490
C -3.085 -4.441 1.443
C -2.293 -5.750 1.434
C -4.551 -4.682 1.071
N -1.987 -2.251 0.820
N -1.509 -1.629 -0.295
B -1.848 -1.559 2.192
N -0.333 -1.451 2.457
N 0.456 -0.684 1.635
C 1.730 -0.838 2.052
C 1.745 -1.698 3.138
C 0.427 -2.066 3.370
C -0.071 -3.007 4.427
C 0.619 -4.367 4.280
C 0.175 -2.416 5.818
C 2.923 -0.133 1.484
C 4.152 -1.043 1.514
C 3.199 1.122 2.308
N -2.468 -0.152 2.155
N -2.075 0.769 1.219
C -2.837 1.865 1.396
C -3.752 1.613 2.408
C -3.483 0.342 2.883
C -4.240 -0.337 3.994
C -5.116 -1.488 3.492
C -3.368 -0.743 5.186
C -2.726 3.149 0.629
C -4.094 3.807 0.441
C -1.784 4.112 1.359
H -0.350 -2.838 -4.489
H 0.422 -3.274 -2.960
H -1.052 -4.096 -3.466
H -0.844 -1.131 -2.723
H -3.228 -2.830 -3.613
H -3.381 -1.211 -2.956
H -2.527 -1.475 -4.502
H -2.569 -4.476 -1.473
H -3.047 -4.026 2.449
H -2.301 -6.203 0.441
H -1.254 -5.590 1.725
H -2.739 -6.460 2.130
H -4.628 -5.145 0.086
H -5.015 -5.352 1.795
H -5.118 -3.750 1.054
H -2.379 -2.197 3.024
H 2.605 -2.017 3.700
H -1.142 -3.155 4.296
H 1.692 -4.279 4.452
H 0.218 -5.069 5.010
H 0.468 -4.785 3.284
H 1.244 -2.334 6.017
H -0.267 -1.424 5.915
H -0.262 -3.061 6.581
H 2.693 0.165 0.457
H 4.405 -1.301 2.542
H 3.998 -1.973 0.965
H 5.018 -0.526 1.100
H 3.462 0.843 3.331
H 4.034 1.679 1.874
H 2.337 1.777 2.338
H -4.504 2.284 2.786
H -4.916 0.442 4.354
H -4.516 -2.329 3.146
H -5.756 -1.842 4.301
H -5.757 -1.164 2.672
H -2.764 -1.622 4.972
H -2.702 0.069 5.481
H -4.007 -0.979 6.037
H -2.328 2.925 -0.356
H -4.489 4.172 1.389
H -4.004 4.665 -0.227
H -4.820 3.115 0.012
H -2.240 4.435 2.296
H -0.837 3.634 1.591
H -1.596 4.998 0.748
N -2.912 1.527 -3.100
C -1.765 1.759 -2.446
N -1.047 2.834 -2.770
O -1.414 0.946 -1.550
H -3.245 2.131 -3.830
H -3.449 0.710 -2.861
H -1.319 3.443 -3.521
H -0.199 3.001 -2.234
C 2.280 -2.079 -1.307
Ge 1.822 -0.376 -2.171
C 3.250 0.942 -2.151
C 3.174 2.005 -3.053
C 4.205 2.926 -3.142
C 5.321 2.800 -2.321
C 5.410 1.742 -1.429
C 4.381 0.813 -1.349
C 1.341 -0.548 -4.070
C 0.183 -0.062 -4.614
C -0.132 -0.245 -5.978
C 0.730 -0.924 -6.785
C 1.961 -1.410 -6.281
C 2.884 -2.065 -7.133
C 4.089 -2.495 -6.663
C 4.428 -2.288 -5.309
C 3.553 -1.673 -4.461
C 2.288 -1.214 -4.913
H 2.255 -2.860 -2.064
H 1.589 -2.335 -0.503
H 3.288 -2.009 -0.898
H 2.308 2.102 -3.701
H 4.152 3.732 -3.864
H 6.130 3.515 -2.395
H 6.286 1.632 -0.803
H 4.482 -0.029 -0.674
H -0.529 0.461 -3.995
H -1.063 0.143 -6.372
H 0.495 -1.093 -7.829
H 2.616 -2.210 -8.172
H 4.789 -2.988 -7.323
H 5.394 -2.613 -4.946
H 3.850 -1.518 -3.431
C 2.079 7.401 -0.577
C 1.899 6.272 0.380
C 1.972 6.371 1.739
C 1.765 5.207 2.499
N 1.459 4.042 1.939
C 1.369 3.944 0.619
S 0.974 2.512 -0.227
N 1.615 5.054 -0.141
C 1.860 5.233 3.986
H 2.517 8.261 -0.079
H 1.109 7.697 -0.981
H 2.720 7.112 -1.410
H 2.192 7.317 2.211
H 1.601 4.938 -1.145
H 2.443 6.079 4.340
H 2.288 4.299 4.347
H 0.852 5.312 4.402